C36H34Br2EuN2OS | ωB97M-V/def2-TZVPD

Properties
LUMO energy (spin up / spin down) = -0.1 / -0.1 eV
highest occupied orbital energy (spin up / spin down) = -0.2197 / -0.2749 Ha
spin multiplicity = 8
ΔE to the lowest compared entry with this formula, charge and spin = 90.2 kJ/mol
gap between HOMO and LUMO (spin up / spin down) = 5.87 / 7.37 eV

Each line ends with the Löwdin charge.
Geometry (Å):
Eu: -0.72236 -1.06725 0.98812  1.5357
C: 2.90004 -0.58475 3.27602  -0.0757
C: 1.86784 -1.65085 3.65122  -0.3688
C: 2.00744 -2.88145 2.74172  -0.0630
C: 0.43864 -1.13125 3.63982  -0.2777
C: -0.61526 -2.02675 3.90932  -0.0615
C: -1.90576 -1.57175 4.14132  -0.0529
C: -2.22706 -0.21495 4.05372  -0.2914
C: -3.59246 0.27655 4.40702  -0.0357
C: -1.20526 0.66905 3.70902  -0.0554
C: 0.10894 0.23225 3.51942  -0.0940
H: 3.88524 -1.04065 3.19682  0.0811
H: 2.96084 0.19075 4.03722  0.0805
H: 2.65044 -0.12395 2.31802  0.0556
H: 2.08294 -1.96905 4.68092  0.1446
H: 1.58284 -2.68435 1.74732  0.0469
H: 1.50764 -3.74905 3.16462  0.0733
H: 3.05744 -3.14075 2.62352  0.0799
H: -0.39976 -3.07655 4.05912  0.1159
H: -2.66136 -2.27215 4.46292  0.1178
H: -3.64606 0.45845 5.48062  0.0874
H: -4.34906 -0.45955 4.15242  0.0727
H: -3.81816 1.20785 3.89612  0.0847
H: -1.41536 1.72965 3.69012  0.1168
H: 0.88554 0.98235 3.42672  0.1055
C: 2.67494 4.63045 -2.47878  -0.0439
C: 2.44194 3.12865 -2.69558  -0.5563
C: 2.81894 2.72125 -4.12528  -0.0353
C: 3.37014 2.38495 -1.73458  -0.0588
C: 0.97194 2.82815 -2.47198  -0.1722
C: 0.03664 3.53505 -3.24568  -0.0390
C: -1.32036 3.36985 -3.09598  -0.0743
C: -1.76286 2.46545 -2.14608  -0.4653
S: -3.38576 2.02555 -1.74158  1.1344
C: -2.76766 0.87915 -0.58528  -0.5121
N: -1.44926 0.83095 -0.50388  -0.0127
C: -0.85766 1.72015 -1.37478  -0.2930
C: 0.51414 1.90915 -1.54458  0.0459
C: -3.67976 0.03945 0.16512  -0.2942
C: -5.05486 0.21235 -0.03198  -0.0890
C: -5.95316 -0.62695 0.58472  -0.0974
C: -5.47306 -1.64315 1.39842  -0.1008
C: -4.10896 -1.79485 1.61342  -0.1615
C: -3.14336 -0.95815 1.03062  -0.2012
H: 3.72474 4.86295 -2.63508  0.0836
H: 2.39744 4.89845 -1.46118  0.0922
H: 2.09424 5.24405 -3.15888  0.0733
H: 3.88164 2.87955 -4.28018  0.0828
H: 2.27904 3.30625 -4.86218  0.0781
H: 2.59984 1.66805 -4.29078  0.0898
H: 4.39504 2.67625 -1.95358  0.0881
H: 3.29224 1.30775 -1.85688  0.0480
H: 3.15894 2.65255 -0.70178  0.0902
H: 0.38844 4.23445 -3.98648  0.1059
H: -2.02036 3.93185 -3.69178  0.1090
H: 1.18644 1.32835 -0.92558  0.0918
H: -5.40376 1.00605 -0.67738  0.0651
H: -7.01326 -0.50335 0.42302  0.0973
H: -6.16826 -2.32375 1.86692  0.0948
H: -3.78066 -2.61235 2.24982  0.0790
Br: -2.75826 -3.65125 -1.89568  0.7934
C: -0.94926 -3.18885 -2.22128  -0.5946
C: -0.35936 -3.29505 -3.47538  -0.1570
C: 0.94944 -2.90195 -3.64998  -0.6244
Br: 1.77674 -3.17965 -5.33868  0.7569
C: 1.66754 -2.27815 -2.60788  -0.1913
C: 2.99194 -1.81085 -2.71028  -0.0249
C: 3.56884 -1.17155 -1.64538  -0.0631
C: 2.79704 -0.92265 -0.50258  -0.1512
N: 1.56484 -1.36945 -0.34098  0.0361
C: 1.01814 -2.10505 -1.35288  -0.1605
C: -0.25096 -2.73525 -1.09858  -0.4647
O: -0.70056 -2.87475 0.10552  -0.3037
H: -0.92396 -3.70215 -4.30028  0.0998
H: 3.54154 -1.96935 -3.62518  0.0780
H: 4.59394 -0.83805 -1.68708  0.1099
H: 3.21064 -0.32215 0.29872  0.0970

C36H35Br2N2 | ωB97M-V/def2-TZVPD

Properties
total charge = +1
LUMO energy = -4.9 eV
highest occupied orbital energy = -0.2978 Ha
gap between HOMO and LUMO = 3.23 eV

Each line ends with the Löwdin charge.
Geometry (Å):
C: 3.87498 2.84067 6.22324  -0.0496
C: 3.88461 1.73584 5.20910  -0.2633
C: 3.38112 1.98628 3.93629  0.0122
C: 3.32676 0.96227 2.96584  -0.2283
C: 2.87990 1.16853 1.63657  -0.0689
C: 3.72269 -0.34373 3.35324  -0.1077
N: 3.54847 -1.33043 2.36951  0.0639
C: 3.47317 -1.09667 1.05182  -0.0252
N: 3.62051 -2.27102 0.39575  0.0255
C: 3.99825 -2.47612 -0.96644  -0.1275
C: 5.24475 -2.00390 -1.40676  -0.1863
C: 6.15946 -1.24921 -0.49647  -0.0233
C: 5.68000 -2.37519 -2.68438  0.0071
C: 4.91131 -3.20593 -3.50439  -0.2496
C: 5.38324 -3.53190 -4.89109  -0.0437
C: 3.71579 -3.72673 -2.99881  0.0097
C: 3.25720 -3.39369 -1.72231  -0.1985
C: 2.01109 -4.02514 -1.19116  -0.0351
C: 3.61001 -3.30052 1.35685  0.0092
C: 3.52168 -2.73031 2.55978  0.0171
C: 4.39344 -0.57276 4.56480  -0.1877
C: 5.18302 -1.81309 4.85337  -0.0506
C: 4.40505 0.46829 5.50912  0.0064
H: 4.40796 2.54379 7.12977  0.0780
H: 4.34803 3.74232 5.81411  0.0875
H: 2.84828 3.11487 6.49971  0.0896
H: 3.00876 2.97992 3.67941  0.1248
H: 3.54534 -0.11541 0.56187  0.1196
H: 1.85217 0.88105 1.41379  0.0575
H: 3.24409 2.03629 1.08894  0.0651
H: 6.93449 -0.76079 -1.09514  0.0884
H: 5.63280 -0.48220 0.07904  0.0694
H: 6.67921 -1.91333 0.21042  0.1027
H: 6.65024 -2.01139 -3.02955  0.1288
H: 4.63178 -4.10967 -5.43830  0.0804
H: 5.58982 -2.61607 -5.46016  0.0897
H: 6.31374 -4.11531 -4.87275  0.0923
H: 3.11801 -4.40771 -3.60427  0.1227
H: 1.52496 -4.56318 -2.01007  0.0854
H: 2.22102 -4.76153 -0.40553  0.0781
H: 1.29171 -3.29431 -0.80383  0.0888
H: 3.74863 -4.32594 1.06615  0.1362
H: 3.47855 -3.18463 3.52905  0.1214
H: 5.86753 -1.60159 5.68551  0.0877
H: 4.55456 -2.65589 5.16968  0.0785
H: 5.80213 -2.12927 4.00205  0.0915
H: 4.86100 0.29357 6.48651  0.1221
Br: 3.07982 9.47812 -2.03235  0.7792
C: 2.64819 7.64486 -1.88887  -0.6739
C: 3.38551 6.68892 -2.61094  -0.1078
C: 3.08467 5.33772 -2.47612  -0.0151
C: 2.04441 4.89052 -1.61285  -0.2160
C: 1.79684 3.49043 -1.44043  -0.0027
C: 0.86612 2.97476 -0.54606  -0.0908
C: 0.49530 1.63246 -0.51398  -0.0141
C: -0.62668 1.16503 0.25279  -0.2347
C: -1.34684 0.01333 -0.16825  -0.0175
C: -2.51735 -0.37822 0.47368  -0.1109
C: -2.96317 0.33266 1.60105  -0.6767
Br: -4.53548 -0.21560 2.49238  0.7777
C: -2.25071 1.45054 2.06287  -0.1039
C: -1.09192 1.85944 1.40511  -0.0125
C: 1.27928 5.88412 -0.93669  -0.0064
C: 1.58702 7.23719 -1.06470  -0.1056
H: 4.18357 7.01199 -3.27145  0.1060
H: 3.65683 4.59168 -3.02992  0.1182
H: 2.35907 2.79540 -2.07035  0.1240
H: 0.38673 3.66059 0.15883  0.1013
H: 0.95618 0.93971 -1.21895  0.1294
H: -0.98152 -0.53525 -1.04053  0.1174
H: -3.08459 -1.22707 0.10608  0.1057
H: -2.60819 2.00158 2.92582  0.1067
H: -0.53411 2.72353 1.77286  0.1170
H: 0.44546 5.58386 -0.30365  0.1083
H: 1.00893 7.98234 -0.52904  0.1059

- What is the formula in the first record?
  C36H34Br2EuN2OS